Entry 1:
The following is a quantum chemistry calculation of an isolated molecule of C8H14O at a distorted geometry, from OMol25.

Element x y z (Å)
C1 -3.49761 -0.47874 -0.29838
C2 -2.70519 0.35352 0.37493
C3 -0.92565 0.53673 0.13999
C4 -0.48062 1.93912 -0.01746
C5 -0.45393 -0.65484 0.18717
C6 1.35021 -0.77113 0.06975
C7 2.13897 0.21992 0.90706
C8 1.74702 -0.77296 -1.39056
O1 1.57516 -2.07654 0.57450
H1 -3.09741 -1.28322 -0.91087
H2 -4.58426 -0.40261 -0.24678
H3 -3.16501 1.13500 0.98270
H4 -0.14413 2.35270 0.93704
H5 0.32795 2.01629 -0.74844
H6 -1.30491 2.55813 -0.38364
H7 -0.83898 -1.66004 0.21357
H8 2.15825 1.21773 0.46603
H9 3.18654 -0.10061 1.00324
H10 1.74046 0.28829 1.92512
H11 2.79953 -1.06433 -1.51268
H12 1.15757 -1.50028 -1.95684
H13 1.61638 0.21314 -1.84301
H14 1.39966 -2.06529 1.52757

The multiplicity is 1. As for the maximum force: 7.03 eV Å⁻¹. The value obtained for the LUMO energy is 0.0316 Eh. The value obtained for the gap between HOMO and LUMO is 9.58 eV. As for the highest occupied orbital energy: -0.3204 Eh. As for the SMILES: C=C/C(C)=C/C(C)(C)O.

These are the natural (NBO) partial charges, in e, on atoms 1 to 6: atom 1 (C): -0.431, atom 2 (C): -0.188, atom 3 (C): 0.018, atom 4 (C): -0.671, atom 5 (C): -0.220, atom 6 (C): 0.261

***

Entry 2:
The following is a quantum chemistry calculation of a structure of composition C8H14OPRu at a distorted geometry, from OMol25.

Element x y z (Å)
C1 1.13112 0.17731 -2.18896
C2 0.07886 0.07706 -3.21855
C3 -0.38074 -1.29722 -3.29582
C4 -0.21005 -1.94022 -2.03420
C5 0.81169 -1.35112 -1.28869
Ru1 -0.50725 0.01346 -1.12520
P1 -0.22535 2.09920 -0.31788
H1 1.87836 0.98814 -2.12873
H2 -0.40672 0.92530 -3.81794
H3 -1.08263 -1.61650 -4.13059
H4 1.16714 -1.85457 -0.30609
H5 -0.93283 -2.74715 -1.67555
H6 -1.17458 2.59279 0.57891
H7 0.00642 3.18835 -1.16892
H8 0.95824 1.99509 0.40727
C6 1.01459 -0.83709 2.69098
C7 -0.16578 -0.15917 1.98734
C8 -1.16375 0.65521 2.80227
O1 -0.48586 -0.42193 0.77733
H9 0.83897 -0.75533 3.80782
H10 1.98716 -0.33584 2.39366
H11 1.06817 -1.92354 2.35965
H12 -1.10404 1.73963 2.46882
H13 -2.19206 0.25330 2.53214
H14 -0.90906 0.53480 3.89095

The multiplicity is 5. As for the maximum force: 5.03 eV Å⁻¹. The value obtained for the LUMO energy (alpha / beta) is -0.1393 / -0.2249 Eh. The value obtained for the gap between HOMO and LUMO (alpha / beta) is 5.30 / 7.24 eV. As for the highest occupied orbital energy (alpha / beta): -0.3341 / -0.4909 Eh. The net charge is +1. The expectation value of S² is 6.029.

These are the natural (NBO) partial charges, in e, on atoms 1 to 6: atom 1 (C): -0.274, atom 2 (C): -0.354, atom 3 (C): -0.145, atom 4 (C): -0.330, atom 5 (C): -0.253, atom 6 (Ru): 0.849

***

Entry 3:
The following is a quantum chemistry calculation of a structure of composition C8H15AgClNP at a distorted geometry, from OMol25.

Element x y z (Å)
Cl1 -3.58623 0.30691 -3.64848
P1 -2.94076 -0.48037 -1.73772
C1 -2.23195 -1.12431 -0.06682
C2 -0.80966 -0.35104 0.11895
C3 -0.27336 -0.48004 1.62828
C4 1.32056 -0.43837 1.78638
N1 2.01704 0.56290 0.93661
C5 1.65766 1.88162 0.48255
C6 2.87588 2.42196 -0.35271
C7 3.94012 1.27161 -0.30920
C8 3.34455 0.09823 0.51059
H1 -3.46647 -1.79148 -2.05598
H2 -3.78653 0.45316 -1.03406
H3 -1.60067 -0.06260 -2.10834
H4 -1.97184 -2.24464 -0.15367
H5 -2.94301 -0.96885 0.81443
H6 -0.01156 -0.72095 -0.60758
H7 -1.04685 0.76743 -0.05305
H8 -0.78856 0.26174 2.35196
H9 -0.60880 -1.52434 2.00491
H10 1.77269 -1.49470 1.66207
H11 1.53482 -0.15525 2.88956
H12 0.68205 2.41243 0.71063
H13 3.00481 3.42693 -0.86424
H14 4.98783 1.20237 -0.74204
H15 3.82345 -0.90743 0.73921
Ag1 -4.89520 -2.32292 -2.90222

The multiplicity is 1. As for the maximum force: 6.09 eV Å⁻¹. The value obtained for the LUMO energy is -0.2328 Eh. The value obtained for the gap between HOMO and LUMO is 3.58 eV. As for the highest occupied orbital energy: -0.3642 Eh. The net charge is +1.

These are the natural (NBO) partial charges, in e, on atoms 1 to 6: atom 1 (Cl): -0.403, atom 2 (P): 0.762, atom 3 (C): -0.731, atom 4 (C): -0.432, atom 5 (C): -0.417, atom 6 (C): -0.206

***

Entry 4:
The following is a quantum chemistry calculation of an isolated molecule of C8H15Cl3FN4O7PS at a distorted geometry, from OMol25.

Element x y z (Å)
C1 5.61916 -0.33910 1.49575
C2 4.48859 0.87941 1.58868
C3 2.97794 0.28921 1.75773
Cl1 3.00452 -1.47864 2.41965
N1 2.09805 0.27961 0.53889
C4 2.59268 0.25606 -0.88208
Cl2 4.23479 0.18016 -1.70001
N2 1.44499 0.30210 -1.86157
C5 0.28760 0.33115 -0.85556
N3 -0.91814 0.39756 -1.50216
O1 -2.06973 0.39103 -0.82345
C6 -2.84829 -0.83939 -1.01758
C7 -4.23327 -0.92646 -0.12810
C8 -4.55609 0.40836 0.76745
O2 -4.20867 -2.18697 0.65343
P1 -0.98444 0.50926 -3.31671
O3 -2.49080 0.73903 -3.84611
O4 -0.11392 1.93756 -3.91902
O5 -0.39079 -0.97876 -4.03326
N4 0.68179 0.28427 0.60199
S1 -0.39260 0.25143 1.97442
O6 -1.50462 -0.86688 1.88322
O7 -1.20202 1.59888 2.07306
F1 0.34613 -0.00101 3.49915
H1 6.68925 0.06389 1.18775
H2 5.29081 -1.17703 0.71830
H3 5.76029 -0.79993 2.58631
H4 4.78521 1.49255 2.56808
H5 4.59256 1.65950 0.69809
H6 2.45280 1.02939 2.53567
H7 -3.11317 -1.10462 -2.12264
H8 -2.15884 -1.73092 -0.62347
H9 -5.12878 -1.03556 -0.90175
H10 -5.59315 0.20269 1.32040
H11 -3.75643 0.66588 1.58311
H12 -4.78398 1.30489 0.02281
H13 -3.94552 -2.89797 -0.03143
H14 -0.40881 2.69474 -3.30953
H15 0.54808 -0.73973 -4.35636
Cl3 -3.09315 -1.04565 2.75685

The multiplicity is 1. As for the maximum force: 11.98 eV Å⁻¹. The value obtained for the LUMO energy is -0.0500 Eh. The value obtained for the gap between HOMO and LUMO is 5.80 eV. As for the highest occupied orbital energy: -0.2632 Eh.

These are the natural (NBO) partial charges, in e, on atoms 1 to 6: atom 1 (C): -0.645, atom 2 (C): -0.451, atom 3 (C): -0.026, atom 4 (Cl): -0.044, atom 5 (N): -0.244, atom 6 (C): 0.390

***

Entry 5:
The following is a quantum chemistry calculation of a structure of composition C8H15ClHfI2N2OP at a distorted geometry, from OMol25.

Element x y z (Å)
I1 -0.89487 1.76276 -4.30337
I2 0.73139 3.19707 -2.43705
Hf1 -0.20476 0.88600 -0.94036
P1 1.66584 -1.09238 -1.40705
C1 3.50920 -0.96660 -1.21731
C2 1.50795 -2.92688 -1.18347
H1 0.46826 -1.21165 -3.48922
H2 2.21456 -1.69826 -3.60788
H3 1.77887 0.05123 -3.52816
C3 1.50273 -0.96467 -3.21469
H4 0.46014 -3.22117 -1.38610
H5 2.18504 -3.42226 -1.91237
H6 3.99406 -1.70425 -1.91071
H7 3.84064 -1.19840 -0.16897
H8 1.80430 -3.23110 -0.15609
H9 3.84754 0.06228 -1.49546
C4 1.51495 1.04613 0.30635
O1 2.46287 1.24806 0.92685
Cl1 -1.58775 -0.89318 -1.28709
C5 -3.58024 0.67508 3.94656
N1 -2.66018 1.01070 2.87792
C6 -2.41939 2.30098 2.38608
C7 -1.51588 2.23525 1.35915
N2 -1.27932 0.88996 1.10714
C8 -1.87625 0.17992 2.10406
H10 -3.33261 1.14270 4.91429
H11 -4.63721 0.93338 3.74898
H12 -3.54944 -0.40424 4.10296
H13 -2.93930 3.15217 2.77553
H14 -1.10008 3.04212 0.75889
H15 -1.91107 -0.88076 2.33056

The multiplicity is 1. As for the maximum force: 7.00 eV Å⁻¹. The value obtained for the LUMO energy is -0.4918 Eh. The value obtained for the gap between HOMO and LUMO is 5.75 eV. As for the highest occupied orbital energy: -0.7029 Eh. The net charge is +3.

These are the natural (NBO) partial charges, in e, on atoms 1 to 6: atom 1 (I): 0.409, atom 2 (I): 0.295, atom 3 (Hf): 1.506, atom 4 (P): 0.884, atom 5 (C): -0.938, atom 6 (C): -0.896

***

Entry 6:
The following is a quantum chemistry calculation of a structure of composition C8H15ClI2N2OPSc at a distorted geometry, from OMol25.

Element x y z (Å)
I1 3.17568 2.65474 -0.05077
I2 4.14705 -1.38365 -0.23808
Sc1 0.72629 1.06415 0.44216
P1 -0.69634 0.64221 -2.09688
C1 0.55617 0.49512 -3.41706
C2 -1.67051 -0.91869 -2.17639
H1 -2.59052 2.20766 -1.90343
H2 -2.07774 1.72249 -3.53330
H3 -1.09259 2.92990 -2.74270
C3 -1.71749 2.03454 -2.55290
H4 -2.47005 -0.96998 -1.39642
H5 -2.10557 -0.77921 -3.17915
H6 -0.20193 0.46153 -4.23985
H7 1.03447 -0.53261 -3.23213
H8 -0.92719 -1.75771 -2.22258
H9 1.13112 1.47784 -3.35072
C4 1.61173 0.34978 -1.07879
O1 2.13782 -0.56648 -2.04402
Cl1 -1.79747 0.93666 0.85121
C5 -0.10398 0.95669 3.77912
C6 -0.00826 -0.39776 3.15422
N1 0.25856 -0.69609 1.86059
C7 0.48171 -2.08935 1.73385
C8 0.48246 -2.55894 3.00383
N2 0.22315 -1.50478 3.86604
H10 -1.12511 1.13564 4.16063
H11 0.65273 0.99854 4.60313
H12 0.12720 1.65604 2.95151
H13 0.79131 -2.54474 0.76523
H14 0.67319 -3.55445 3.32840
H15 0.37412 -1.46909 4.95524

The multiplicity is 1. As for the maximum force: 13.78 eV Å⁻¹. The value obtained for the LUMO energy (alpha / beta) is -0.3904 / -0.4197 Eh. The value obtained for the gap between HOMO and LUMO (alpha / beta) is 4.69 / 3.90 eV. As for the highest occupied orbital energy (alpha / beta): -0.5629 / -0.5628 Eh. The net charge is +2.

These are the natural (NBO) partial charges, in e, on atoms 1 to 6: atom 1 (I): 0.010, atom 2 (I): 0.607, atom 3 (Sc): 1.444, atom 4 (P): 1.268, atom 5 (C): -0.967, atom 6 (C): -0.933

***

| no. | DFT total energy (a.u.) |
| --- | --- |
| 1 | -388.3422 |
| 2 | -824.1371 |
| 3 | -1316.6007 |
| 4 | -3278.9766 |
| 5 | -1942.5277 |
| 6 | -2655.4933 |